{
  "formula": "C14H21F2N8O5S2V",
  "method": "the ωB97M-V functional and the def2-TZVPD basis",
  "homo_lumo_gap_ev": [6.39, 6.88],
  "e_above_lowest_kj_mol": 0.00,
  "charge": 1,
  "homo_ev": [-13.7, -13.7],
  "multiplicity": 2,
  "s_squared": 0.801,
  "lumo_energy_ev": [-7.34, -6.85],
  "elements": ["O", "V", "N", "S", "O", "O", "F", "S", "O", "O", "F", "C", "C", "N", "H", "H", "H", "C", "C", "N", "H", "H", "H", "C", "C", "N", "H", "H", "H", "C", "C", "N", "H", "H", "H", "C", "C", "N", "H", "H", "H", "C", "C", "N", "H", "H", "H", "C", "C", "N", "H", "H", "H"],
  "positions_angstrom": [[-0.256654, 0.762714, -4.012113], [0.833466, 0.269785, -3.007707], [0.048866, 0.981251, -1.291570], [-0.583406, 2.492463, -0.780144], [0.266238, 3.288621, 0.057168], [-2.000470, 2.620191, -0.656361], [-0.286110, 3.173754, -2.203284], [-0.219245, 0.277606, 0.099356], [-1.550028, 0.074259, 0.570169], [0.849299, 0.382939, 1.050221], [0.013120, -1.194248, -0.597293], [-1.804328, -3.664401, -3.266517], [-0.831163, -2.625439, -3.319273], [-0.050007, -1.791227, -3.312812], [-1.974505, -4.128587, -4.237485], [-2.741528, -3.224014, -2.913252], [-1.599684, -4.469802, -2.559319], [-4.623400, 0.906159, -1.129008], [-3.544036, 0.229007, -1.831139], [-2.710313, -0.289228, -2.429075], [-4.560898, 0.764539, -0.049451], [-5.554646, 0.394430, -1.385822], [-4.730907, 1.962161, -1.353850], [1.824708, -3.164786, 0.261265], [0.858483, -3.511373, -0.787432], [0.092070, -3.695929, -1.621759], [1.633381, -2.104516, 0.440888], [2.804499, -3.359068, -0.166537], [1.613737, -3.623925, 1.223393], [0.324895, 2.305582, 4.044300], [-1.082337, 1.976007, 3.816369], [-2.171565, 1.707692, 3.587485], [0.428955, 2.451882, 5.117288], [0.531286, 3.222734, 3.491394], [0.953219, 1.524756, 3.621659], [-2.978213, -2.590296, 0.866506], [-1.825957, -2.752135, 1.775412], [-0.898563, -2.844793, 2.442646], [-3.185887, -1.526396, 0.768118], [-3.869349, -3.061012, 1.274270], [-2.734498, -2.947490, -0.131359], [3.104052, 3.931417, 0.115015], [4.512568, 4.280211, -0.045480], [5.615793, 4.548870, -0.209629], [2.770820, 4.158593, 1.127060], [3.055126, 2.843081, 0.059882], [2.479380, 4.422554, -0.622926], [3.875082, 0.563377, 1.164762], [4.033145, -0.772829, 1.753815], [4.151336, -1.858273, 2.095057], [3.350078, 0.573257, 0.216468], [4.908057, 0.874742, 0.982813], [3.436035, 1.235131, 1.897812]],
  "atomic_forces_ev_per_a": [[2.8, -0.3, 1.7], [-5.1, -1.1, -1.8], [-0.6, 2.8, 0.7], [-0.6, 5.8, -3.2], [-0.3, -2.1, 0.1], [1.3, -1.4, 0.1], [0.0, -0.8, 0.2], [0.4, -7.7, 3.2], [0.7, 1.8, -0.7], [-0.7, 0.8, -1.1], [0.3, 1.3, 0.2], [-1.9, -0.9, -0.5], [0.2, -0.1, 0.1], [1.2, 2.5, -0.4], [0.0, 0.3, -0.2], [-0.1, 0.2, -0.3], [0.4, 0.5, -0.4], [-0.8, -0.7, 0.4], [0.1, 0.4, -0.1], [-0.1, 0.0, 0.2], [0.4, 0.2, 0.0], [0.0, 0.1, -0.3], [0.3, 0.0, -0.2], [-0.7, 0.4, -0.6], [0.0, -0.5, 0.7], [1.6, -1.0, 1.9], [0.6, -0.1, 0.0], [0.2, 0.0, 0.6], [0.2, -0.5, -0.2], [-0.7, 0.2, -0.2], [0.3, -0.1, -0.3], [-0.3, -0.1, -0.1], [0.5, 0.0, -0.1], [0.1, 0.1, 0.3], [0.0, -0.1, 0.4], [0.2, 0.4, 0.4], [-0.5, 0.1, -0.6], [0.2, 0.0, 0.0], [0.0, 0.0, 0.1], [0.1, -0.2, -0.1], [0.0, -0.3, 0.1], [0.5, -0.4, 0.5], [0.0, 0.3, -0.1], [0.0, -0.1, 0.0], [-0.1, 0.3, -0.1], [-0.3, 0.1, -0.3], [0.0, 0.0, 0.0], [1.3, -0.2, 0.7], [-0.7, 0.3, -0.8], [0.1, -0.3, 0.3], [-0.2, -0.2, 0.1], [-0.1, 0.4, -0.1], [-0.2, 0.1, -0.2]]
}